# 1
# C39H46AsBr2N3SeSiTi

C39H46AsBr2N3SeSiTi as an isolated structure (ωB97M-V with the def2-TZVPD basis set, the Open Molecules 2025 dataset).

- Kohn-Sham gap (spin up / spin down) (hartree) = 0.2064 / 0.2007
- net charge = -1
- 2S+1 = 2
- ⟨S²⟩ = 0.756

Atoms and positions in Å:
Ti (1.012, -0.729, 0.660)
Br (3.117, -1.044, -1.034)
C (4.454, -1.613, 0.177)
Br (2.756, -0.509, 2.559)
H (5.443, -1.245, -0.062)
H (4.341, -2.640, 0.498)
C (-0.801, -4.746, 2.131)
Si (0.211, -3.211, 2.582)
C (-0.974, -1.952, 3.323)
C (1.446, -3.696, 3.945)
N (0.912, -2.596, 1.105)
C (1.384, -3.544, 0.181)
C (0.952, -3.537, -1.154)
C (1.417, -4.481, -2.054)
C (2.322, -5.456, -1.654)
C (2.759, -5.474, -0.337)
C (2.298, -4.533, 0.570)
H (-1.329, -5.123, 3.010)
H (-0.168, -5.548, 1.747)
H (-1.542, -4.509, 1.364)
H (-1.534, -2.420, 4.139)
H (-1.681, -1.582, 2.580)
H (-0.429, -1.105, 3.737)
H (1.319, -4.747, 4.217)
H (1.278, -3.093, 4.840)
H (2.485, -3.540, 3.650)
H (0.245, -2.780, -1.476)
H (1.069, -4.450, -3.080)
H (2.686, -6.193, -2.358)
H (3.471, -6.222, -0.009)
H (2.650, -4.542, 1.595)
Se (0.565, 0.351, -2.982)
C (0.808, -1.021, -4.256)
C (2.025, -1.691, -4.423)
C (2.126, -2.692, -5.373)
N (1.126, -3.078, -6.166)
C (-0.032, -2.436, -6.010)
C (-0.242, -1.424, -5.091)
H (2.884, -1.426, -3.821)
H (3.064, -3.222, -5.517)
H (-0.836, -2.758, -6.668)
H (-1.206, -0.939, -5.013)
C (-3.378, 0.813, -1.790)
C (-3.259, -0.625, -1.264)
C (-3.420, -1.617, -2.423)
C (-4.329, -0.889, -0.197)
C (-1.925, -0.770, -0.674)
C (-0.787, -0.798, -0.250)
H (-4.361, 0.981, -2.240)
H (-2.606, 0.997, -2.539)
H (-3.232, 1.529, -0.979)
H (-4.426, -1.543, -2.843)
H (-3.259, -2.640, -2.079)
H (-2.692, -1.400, -3.205)
H (-5.325, -0.764, -0.629)
H (-4.221, -0.195, 0.638)
H (-4.244, -1.906, 0.190)
N (-4.921, 4.839, 6.545)
C (-4.206, 4.262, 5.853)
C (-3.321, 3.544, 4.992)
C (-2.153, 2.970, 5.499)
C (-1.309, 2.271, 4.662)
C (-1.609, 2.121, 3.302)
C (-2.776, 2.712, 2.800)
C (-3.622, 3.414, 3.634)
C (-0.758, 1.351, 2.463)
C (-0.055, 0.637, 1.775)
H (-1.918, 3.083, 6.549)
H (-0.402, 1.825, 5.048)
H (-3.003, 2.606, 1.748)
H (-4.524, 3.868, 3.245)
C (2.747, 2.727, -1.701)
As (1.992, 1.993, -0.041)
C (3.574, 2.420, 1.043)
C (0.882, 3.545, 0.563)
C (0.623, 4.581, -0.481)
C (-0.131, 4.258, -1.611)
C (-0.403, 5.212, -2.576)
C (0.076, 6.508, -2.432)
C (0.834, 6.839, -1.319)
C (1.104, 5.880, -0.352)
H (1.995, 2.797, -2.481)
H (3.525, 2.043, -2.039)
H (3.178, 3.710, -1.509)
H (3.944, 3.409, 0.768)
H (4.352, 1.676, 0.878)
H (3.305, 2.406, 2.097)
H (1.376, 3.968, 1.438)
H (-0.060, 3.107, 0.891)
H (-0.495, 3.241, -1.729)
H (-0.991, 4.945, -3.446)
H (-0.135, 7.257, -3.185)
H (1.211, 7.848, -1.201)
H (1.688, 6.148, 0.522)

=====

# 2
# C5H16O3

A 3-piece molecular cluster, C5H16O3 overall (ωB97M-V with the def2-TZVPD basis set, the Open Molecules 2025 dataset).

- Kohn-Sham gap (hartree) = 0.3931
- energy relative to the best compared isomer or geometry (same formula, charge and spin) (eV) = 0.530

Atoms and positions in Å:
C (0.423, 0.540, -0.284)
O (1.317, -0.251, 0.493)
C (-0.984, 0.667, 0.299)
C (-2.010, 0.933, -0.821)
C (-3.102, 1.855, -0.231)
C (-2.613, -0.366, -1.302)
H (0.327, 0.176, -1.302)
H (0.901, 1.513, -0.372)
H (1.087, -1.173, 0.344)
H (-0.989, 1.526, 0.948)
H (-1.348, -0.167, 0.885)
H (-1.579, 1.574, -1.580)
H (-3.882, 2.135, -0.929)
H (-3.677, 1.279, 0.511)
H (-2.758, 2.723, 0.318)
H (-3.411, -0.650, -0.656)
H (-1.927, -1.194, -1.289)
H (-3.044, -0.269, -2.295)
H (3.231, -2.093, 2.792)
H (2.059, -3.110, 2.917)
O (2.750, -2.643, 3.412)
H (5.968, -0.402, -0.352)
H (6.697, -1.736, -0.560)
O (6.564, -0.867, -0.947)

=====

# 3
# C10H16N4O

An isolated ion of composition C10H16N4O and charge +2 (ωB97M-V with the def2-TZVPD basis set, the Open Molecules 2025 dataset).

- Kohn-Sham gap (spin up / spin down) (hartree) = 0.2826 / 0.1929
- net charge = +2
- energy relative to the best compared isomer or geometry (same formula, charge and spin) (eV) = 4.048

Atoms and positions in Å:
C (2.377, -0.927, 0.328)
C (0.314, -0.264, -0.177)
C (0.740, 0.213, 1.063)
C (-1.141, -0.162, -0.653)
C (-1.381, 1.469, 1.218)
C (-1.582, -0.800, -1.754)
C (-0.021, 1.230, 3.179)
C (-3.103, 1.487, -0.499)
C (1.215, -2.372, -1.238)
C (1.881, -0.175, -1.923)
N (-0.232, 0.867, 1.790)
N (-1.741, 0.919, 0.012)
N (1.986, -0.193, 1.383)
N (1.447, -0.983, -0.759)
O (-2.086, 2.259, 1.731)
H (3.441, -1.203, 0.163)
H (-2.517, -0.610, -2.139)
H (-1.019, -1.639, -2.149)
H (-0.923, 1.018, 3.697)
H (0.674, 0.587, 3.672)
H (0.007, 2.314, 3.287)
H (-3.960, 0.721, -0.559)
H (-3.395, 2.221, 0.292)
H (-3.068, 2.178, -1.418)
H (0.928, -2.479, -2.275)
H (2.148, -3.009, -1.128)
H (0.358, -2.819, -0.653)
H (2.022, 0.867, -1.668)
H (2.905, -0.623, -2.215)
H (1.093, -0.338, -2.675)
H (2.637, 0.244, 2.069)

=====

Calculated values (eV Å⁻¹) of max |F| for the records, taken in order: 1.0 2.0 4.7.